[1]
Here is a structure of composition C8H15ClLi3NO8 from the Open Molecules 2025 dataset. Energies are from ωB97M-V/def2-TZVPD.

Last column: Löwdin spin population.
Atoms and positions in Å:
1 Li -1.074 -1.843 -4.306  0.00
2 Li -1.740 -0.003 -0.371  0.00
3 Li 0.243 -1.153 -1.830  0.00
4 Cl 1.216 -1.057 -4.131  0.00
5 C -0.998 1.567 -2.123  0.00
6 O -0.162 0.772 -1.588  0.18
7 O -2.221 1.426 -1.851  0.39
8 O -0.720 2.214 -3.075  0.42
9 C -1.963 -2.235 -1.229  0.00
10 O -1.058 -1.943 -0.460  0.00
11 O -2.968 -1.562 -1.038  0.01
12 O -1.746 -2.079 -2.418  0.00
13 C -3.322 1.319 1.562  0.00
14 O -1.915 1.124 1.391  0.00
15 C -1.016 1.791 2.166  0.00
16 C 0.327 0.967 1.979  0.00
17 N 1.156 1.395 0.896  0.00
18 C 2.573 0.956 0.713  0.00
19 C 2.637 -0.602 0.651  0.00
20 O 1.988 -1.275 -0.484  0.00
21 C 2.472 -2.576 -0.613  0.00
22 H -3.502 0.942 2.569  0.00
23 H -3.959 0.906 0.780  0.00
24 H -3.526 2.386 1.639  0.00
25 H -1.335 1.623 3.195  0.00
26 H -0.941 2.872 2.045  0.00
27 H 0.233 -0.103 1.794  0.00
28 H 1.041 1.077 2.795  0.00
29 H 0.565 1.309 0.081  0.00
30 H 3.282 1.322 1.455  0.00
31 H 2.886 1.229 -0.295  0.00
32 H 2.124 -1.017 1.518  0.00
33 H 3.708 -0.788 0.731  0.00
34 H 3.541 -2.616 -0.824  0.00
35 H 1.976 -3.034 -1.468  0.00
36 H 2.198 -3.314 0.141  0.00

Net charge: -1
Spin multiplicity: 2
Kohn-Sham gap (alpha / beta): 5.6 / 4.4 eV


[2]
Here is the molecule C5H10O from the Open Molecules 2025 dataset. Energies are from ωB97M-V/def2-TZVPD.

Last column: Mulliken charge in e.
Atoms and positions in Å:
1 C -0.777 1.399 -0.896  -1.44
2 C -0.486 0.204 0.021  0.80
3 C -1.442 -0.968 -0.360  -1.42
4 C 1.008 -0.331 0.149  -0.33
5 C 2.124 -0.225 1.210  -0.35
6 O 1.080 -1.160 1.284  -0.40
7 H -0.190 2.272 -0.602  0.35
8 H -1.839 1.691 -0.848  0.39
9 H -0.564 1.159 -1.943  0.34
10 H -0.767 0.489 1.043  0.18
11 H -2.500 -0.656 -0.315  0.38
12 H -1.337 -1.819 0.320  0.36
13 H -1.265 -1.321 -1.383  0.34
14 H 1.661 -0.585 -0.681  0.34
15 H 3.079 -0.795 1.151  0.26
16 H 2.215 0.645 1.849  0.21

Energy above the lowest of the compared OMol25 structures with the same formula, charge and spin: 233.8 kJ/mol
SMILES string: CC(C)[C@H]1CO1
Kohn-Sham gap: 10.8 eV


[3]
Here is a cluster of 6 separate species, C13H36ClO15S5 in total from the Open Molecules 2025 dataset. Energies are from ωB97M-V/def2-TZVPD.

Last column: Mulliken charge in e.
Atoms and positions in Å:
1 Cl 12.293 -23.996 1.667  1.64
2 O 11.576 -23.616 0.482  -0.69
3 O 11.869 -23.166 2.765  -0.70
4 O 12.081 -25.412 2.042  -0.61
5 O 13.722 -23.821 1.558  -0.57
6 O 12.784 -30.955 6.062  -0.63
7 S 14.069 -31.007 5.406  1.17
8 O 14.450 -32.184 4.676  -0.62
9 O 14.163 -29.778 4.372  -0.27
10 C 13.555 -28.525 4.786  -0.26
11 C 14.186 -27.440 3.954  -1.20
12 C 15.378 -30.531 6.549  -0.84
13 H 13.615 -28.397 5.869  0.45
14 H 12.484 -28.588 4.583  0.25
15 H 13.928 -27.551 2.902  0.30
16 H 15.275 -27.545 3.977  0.31
17 H 13.884 -26.450 4.288  0.38
18 H 16.340 -30.847 6.164  0.30
19 H 15.137 -30.976 7.512  0.33
20 H 15.306 -29.451 6.635  0.32
21 O 12.888 -19.062 0.553  -0.62
22 S 13.421 -18.367 1.700  1.20
23 O 12.573 -17.428 2.393  -0.62
24 O 13.987 -19.457 2.784  -0.35
25 C 14.717 -20.540 2.211  0.15
26 C 15.165 -21.372 3.407  -1.33
27 C 14.988 -17.547 1.321  -0.94
28 H 15.663 -20.282 1.721  0.26
29 H 14.112 -21.166 1.556  0.23
30 H 15.730 -20.847 4.179  0.41
31 H 15.695 -22.264 3.073  0.31
32 H 14.285 -21.752 3.936  0.29
33 H 15.478 -18.046 0.487  0.32
34 H 15.632 -17.643 2.192  0.31
35 H 14.846 -16.493 1.097  0.38
36 O 12.678 -27.259 -3.387  -0.65
37 S 13.730 -26.609 -2.643  1.20
38 O 14.387 -27.322 -1.598  -0.60
39 O 14.896 -26.116 -3.669  -0.28
40 C 14.468 -25.334 -4.782  -0.19
41 C 15.534 -25.454 -5.861  -1.30
42 C 13.153 -25.036 -1.996  -0.52
43 H 14.223 -24.304 -4.514  0.32
44 H 13.518 -25.708 -5.182  0.37
45 H 15.193 -25.003 -6.795  0.39
46 H 15.803 -26.487 -6.051  0.33
47 H 16.371 -24.826 -5.548  0.29
48 H 12.357 -25.227 -1.278  0.36
49 H 12.770 -24.410 -2.796  0.42
50 H 13.971 -24.567 -1.456  -0.13
51 C 18.996 -23.296 -0.073  -1.07
52 S 17.458 -22.532 0.467  0.65
53 O 17.563 -21.064 0.103  -0.69
54 C 16.332 -23.296 -0.711  -1.11
55 H 18.803 -24.370 -0.153  0.34
56 H 19.793 -23.152 0.650  0.34
57 H 19.276 -22.949 -1.067  0.32
58 H 15.323 -22.939 -0.500  0.24
59 H 16.202 -24.363 -0.498  0.43
60 H 16.662 -23.168 -1.740  0.51
61 C 7.882 -23.608 4.422  -0.76
62 S 7.379 -25.304 3.951  0.44
63 O 6.272 -25.247 2.925  -0.65
64 C 8.898 -25.649 3.025  -0.87
65 H 7.035 -22.927 4.338  0.35
66 H 8.630 -23.209 3.734  0.18
67 H 8.279 -23.634 5.434  0.30
68 H 8.929 -26.661 2.635  0.43
69 H 9.714 -25.567 3.747  0.32
70 H 8.998 -24.873 2.270  0.24

Energy above the lowest of the compared OMol25 structures with the same formula, charge and spin: 109.9 kJ/mol
Net charge: -1
Kohn-Sham gap: 8.6 eV


[4]
Here is a cluster of 13 separate species, C20H53F6N2O15 in total from the Open Molecules 2025 dataset. Energies are from ωB97M-V/def2-TZVPD.

Last column: Mulliken charge in e.
Atoms and positions in Å:
1 O 1.860 -4.966 1.609  -0.41
2 C 1.481 -4.924 0.316  0.20
3 O 1.568 -6.232 -0.412  -0.46
4 C 0.999 -3.575 -0.493  0.88
5 F 2.234 -2.715 -0.621  -0.20
6 F 0.656 -3.992 -1.872  -0.27
7 C -0.149 -2.691 0.274  0.45
8 F -0.593 -3.257 1.583  -0.27
9 F 0.498 -1.370 0.616  -0.29
10 C -1.468 -2.328 -0.629  0.92
11 F -1.028 -1.496 -1.772  -0.23
12 F -2.350 -1.475 0.253  -0.22
13 C -2.387 -3.615 -1.067  -0.19
14 O -3.250 -3.503 -2.110  -0.38
15 C -2.312 -5.090 -0.349  0.20
16 C -3.222 -5.319 0.996  -0.23
17 N -2.797 -6.755 1.308  -0.13
18 C -1.790 -7.314 0.289  -0.16
19 N -1.481 -6.282 -0.772  -0.04
20 H 2.518 -6.386 -0.707  0.36
21 H -3.968 -4.605 1.551  0.41
22 H -3.149 -7.285 2.150  0.28
23 H -1.259 -8.356 0.245  0.38
24 H -0.817 -6.356 -1.594  0.36
25 C -3.708 -0.099 3.365  -0.17
26 O -3.714 -1.230 4.216  -0.52
27 H -4.663 0.422 3.460  0.29
28 H -2.898 0.573 3.658  0.12
29 H -3.572 -0.422 2.330  0.06
30 H -2.854 -1.672 4.111  0.26
31 C 0.288 -0.771 5.324  -0.41
32 O 0.102 0.284 4.397  -0.37
33 H 0.377 -0.350 6.328  0.25
34 H -0.573 -1.444 5.288  0.17
35 H 1.201 -1.317 5.077  0.14
36 H 0.026 -0.120 3.516  0.23
37 C -1.845 3.046 2.384  -0.08
38 O -3.226 3.184 2.666  -0.48
39 H -1.583 1.986 2.404  -0.10
40 H -1.632 3.454 1.393  0.26
41 H -1.263 3.577 3.141  0.13
42 H -3.429 4.135 2.642  0.22
43 C -5.577 -3.425 -5.333  -0.49
44 O -5.729 -2.470 -4.299  -0.49
45 H -6.559 -3.653 -5.753  0.23
46 H -4.934 -3.017 -6.116  0.25
47 H -5.137 -4.338 -4.924  0.21
48 H -4.842 -2.288 -3.945  0.29
49 C -4.958 6.198 3.865  -0.53
50 O -3.625 6.535 3.527  -0.45
51 H -5.154 5.170 3.554  0.17
52 H -5.093 6.282 4.946  0.27
53 H -5.647 6.871 3.348  0.28
54 H -3.480 7.452 3.814  0.28
55 C 0.327 3.291 -1.462  -0.52
56 O 0.175 4.247 -0.428  -0.41
57 H -0.655 3.063 -1.883  0.25
58 H 0.970 3.700 -2.245  0.26
59 H 0.767 2.378 -1.054  0.20
60 H 1.062 4.429 -0.075  0.25
61 C 4.375 -0.678 -2.934  -0.39
62 O 4.610 -2.055 -3.163  -0.52
63 H 4.930 -0.095 -3.672  0.15
64 H 3.307 -0.467 -3.034  0.21
65 H 4.717 -0.411 -1.930  0.27
66 H 4.105 -2.546 -2.493  0.26
67 C 3.513 1.562 -6.214  -0.52
68 O 3.390 1.468 -4.806  -0.46
69 H 3.836 0.595 -6.608  0.15
70 H 2.546 1.825 -6.648  0.29
71 H 4.256 2.322 -6.465  0.29
72 H 3.102 2.339 -4.486  0.26
73 C 6.491 -1.041 -6.761  -0.51
74 O 6.306 0.014 -7.687  -0.52
75 H 6.581 -0.620 -5.757  0.13
76 H 5.631 -1.714 -6.796  0.27
77 H 7.405 -1.587 -7.007  0.33
78 H 6.230 -0.390 -8.568  0.30
79 C 4.434 -2.755 3.544  -0.47
80 O 4.383 -1.938 2.390  -0.47
81 H 4.997 -2.236 4.323  0.26
82 H 3.419 -2.950 3.899  0.15
83 H 4.933 -3.697 3.304  0.27
84 H 3.878 -2.425 1.717  0.26
85 C 1.675 5.026 3.369  -0.39
86 O 1.910 3.649 3.140  -0.46
87 H 2.230 5.609 2.631  0.22
88 H 0.607 5.237 3.269  0.06
89 H 2.017 5.293 4.373  0.33
90 H 1.405 3.158 3.810  0.26
91 C -1.743 7.746 0.532  -0.54
92 O -0.901 7.483 1.639  -0.48
93 H -1.157 8.228 -0.254  0.25
94 H -2.153 6.806 0.154  0.22
95 H -2.553 8.412 0.840  0.27
96 H -1.448 7.056 2.320  0.27

Energy above the lowest of the compared OMol25 structures with the same formula, charge and spin: 939.7 kJ/mol
Net charge: +1
Kohn-Sham gap: 5.6 eV


[5]
Here is a cluster of 2 separate species, C5H9Cl2N in total from the Open Molecules 2025 dataset. Energies are from ωB97M-V/def2-TZVPD.

Last column: Mulliken charge in e.
Atoms and positions in Å:
1 C -1.804 0.792 0.394  -0.27
2 C -0.756 1.598 -0.231  0.04
3 C 0.731 -0.408 1.219  -1.35
4 C 1.313 -0.783 -0.133  0.54
5 C 0.344 -0.553 -1.280  -1.29
6 H -1.475 0.465 1.381  0.35
7 H -2.712 1.387 0.499  0.39
8 H -0.159 -1.016 1.415  0.24
9 H 0.439 0.647 1.233  0.36
10 H 1.451 -0.579 2.022  0.43
11 H 1.645 -1.824 -0.123  0.37
12 H -0.548 -1.168 -1.132  0.19
13 H 0.792 -0.826 -2.239  0.42
14 H 0.044 0.496 -1.326  0.37
15 N 0.071 2.249 -0.709  -0.38
16 Cl -2.194 -0.653 -0.569  -0.20
17 Cl 2.818 0.175 -0.421  -0.22

Energy above the lowest of the compared OMol25 structures with the same formula, charge and spin: 206.3 kJ/mol
SMILES string: CC(C)Cl.N#CCCl
Kohn-Sham gap: 10.4 eV


[6]
Here is a structure of composition C14H18Br3Cl3O12 from the Open Molecules 2025 dataset. Energies are from ωB97M-V/def2-TZVPD.

Last column: Mulliken charge in e.
Atoms and positions in Å:
1 C 4.098 -0.076 1.113  -0.57
2 Br 2.169 -0.433 0.888  0.51
3 Br 4.674 -0.127 3.027  -0.09
4 Br 4.631 1.633 0.083  -0.14
5 H 4.618 -0.901 0.627  0.47
6 C 0.587 0.810 -0.619  2.52
7 Cl 2.177 1.406 -1.099  -0.16
8 Cl -0.705 1.041 -1.890  -0.31
9 Cl 0.110 1.714 0.808  -0.36
10 H 0.760 -0.196 -0.236  -2.00
11 C -2.535 -3.309 1.686  -0.25
12 C -3.119 -2.564 0.550  -0.64
13 O -2.005 -2.013 -0.084  -0.31
14 C -1.016 -1.957 0.845  0.61
15 O 0.045 -1.300 0.777  -1.32
16 O -1.228 -2.834 1.760  -0.30
17 H -2.516 -4.372 1.443  0.44
18 H -3.149 -3.057 2.550  0.27
19 H -3.808 -1.823 0.955  0.32
20 H -3.548 -3.246 -0.186  0.33
21 C -0.700 0.396 2.403  1.19
22 C -1.686 -0.492 3.115  0.16
23 O -1.987 0.442 4.190  -0.35
24 C -0.993 1.259 4.394  0.59
25 O -0.866 2.054 5.334  -0.62
26 O -0.076 1.119 3.426  -0.39
27 H -1.204 1.067 1.707  0.26
28 H -0.109 -0.237 1.740  -0.68
29 H -1.359 -1.475 3.455  0.28
30 H -2.424 -0.631 2.325  0.01
31 C 1.843 -2.719 -2.894  -0.52
32 C 2.031 -1.260 -2.163  -0.50
33 O 1.820 -1.625 -0.850  0.40
34 C 1.231 -2.803 -0.757  0.70
35 O 0.650 -3.334 0.194  -0.66
36 O 1.089 -3.359 -1.920  -0.37
37 H 2.730 -3.216 -3.286  0.28
38 H 1.213 -2.484 -3.752  0.36
39 H 1.336 -0.474 -2.455  0.28
40 H 3.020 -0.846 -2.358  0.41
41 C -0.958 3.183 -2.601  0.05
42 C 0.132 3.837 -1.698  -0.09
43 O -0.185 5.153 -2.065  -0.38
44 C -0.840 5.295 -3.266  0.61
45 O -1.245 6.330 -3.864  -0.60
46 O -1.221 4.117 -3.663  -0.40
47 H -1.774 2.937 -1.922  0.15
48 H -0.784 2.193 -3.023  0.24
49 H 1.091 3.521 -2.110  0.15
50 H -0.014 3.655 -0.633  0.40

Energy above the lowest of the compared OMol25 structures with the same formula, charge and spin: 1474.4 kJ/mol
Kohn-Sham gap: 8.6 eV


[7]
Here is a structure of composition C2AgLiO4 from the Open Molecules 2025 dataset. Energies are from ωB97M-V/def2-TZVPD.

Last column: Löwdin spin population.
Atoms and positions in Å:
1 O 0.436 -0.810 0.909  0.19
2 Li -0.174 -2.498 0.422  0.02
3 C 0.970 0.110 1.545  0.54
4 O 1.100 1.305 1.294  0.16
5 Ag 0.378 2.738 -0.209  0.05
6 O -1.099 -1.426 -1.329  0.01
7 O -0.740 0.868 -1.334  0.02
8 C -0.871 -0.287 -1.299  0.01

Energy above the lowest of the compared OMol25 structures with the same formula, charge and spin: 0.0 kJ/mol
Net charge: +1
Spin multiplicity: 2
Kohn-Sham gap (alpha / beta): 6.8 / 9.8 eV


[8]
Here is a cluster of 2 separate species, C22H43Cl2N4O3 in total from the Open Molecules 2025 dataset. Energies are from ωB97M-V/def2-TZVPD.

Last column: Mulliken charge in e.
Atoms and positions in Å:
1 C -1.022 1.376 -2.606  -0.78
2 C -1.892 2.046 -3.742  -0.18
3 C -3.266 2.437 -3.101  -0.75
4 C -4.510 1.701 -3.712  -0.74
5 C -4.370 0.155 -3.853  0.88
6 C -5.222 -0.664 -2.830  -1.05
7 C -4.636 -0.649 -1.369  -0.16
8 C -4.042 -2.024 -0.902  -0.85
9 C -2.632 -1.782 -0.263  0.30
10 C -2.677 -1.558 1.288  -0.82
11 C -1.366 -0.799 1.736  -0.11
12 N -0.497 -1.716 2.486  -0.07
13 C 0.771 -1.551 2.842  0.40
14 N 1.410 -2.558 3.506  -0.67
15 C 2.649 -2.060 3.678  0.05
16 N 2.728 -0.821 3.180  0.18
17 C 3.985 -0.049 3.285  -0.68
18 C 4.755 -0.117 1.930  -0.42
19 O 6.031 0.499 2.105  -0.31
20 C 7.101 -0.407 2.098  0.36
21 O 8.026 -0.140 1.433  -0.48
22 C 7.081 -1.714 2.949  0.24
23 C 8.306 -1.739 3.921  -1.12
24 N 1.540 -0.461 2.618  0.30
25 C 1.335 0.856 2.008  -0.41
26 C 1.038 1.927 3.126  -0.46
27 C 1.814 3.223 2.728  -0.46
28 O 1.900 4.117 3.848  -0.51
29 H -1.581 0.468 -2.299  -0.26
30 H -0.954 2.091 -1.761  0.28
31 H -0.019 1.073 -2.964  0.49
32 H -1.987 1.311 -4.566  -0.03
33 H -1.348 2.920 -4.149  0.39
34 H -3.280 2.284 -2.003  0.40
35 H -3.394 3.529 -3.268  0.37
36 H -5.384 1.975 -3.080  0.32
37 H -4.706 2.183 -4.696  0.36
38 H -4.757 -0.109 -4.862  -1.07
39 H -3.326 -0.216 -3.801  0.39
40 H -5.242 -1.714 -3.195  0.40
41 H -6.250 -0.245 -2.848  0.42
42 H -3.907 0.186 -1.329  -0.08
43 H -5.484 -0.413 -0.689  0.39
44 H -3.865 -2.624 -1.824  0.40
45 H -4.723 -2.618 -0.267  0.35
46 H -2.027 -2.696 -0.465  0.30
47 H -2.165 -0.938 -0.801  -0.61
48 H -2.742 -2.572 1.735  0.31
49 H -3.565 -0.985 1.611  0.33
50 H -1.609 0.130 2.291  0.11
51 H -0.841 -0.568 0.784  0.33
52 H -0.918 -2.596 2.772  0.34
53 H 3.519 -2.532 4.143  0.36
54 H 3.716 0.992 3.551  0.06
55 H 4.565 -0.474 4.125  0.55
56 H 4.814 -1.189 1.635  0.38
57 H 4.250 0.414 1.102  0.28
58 H 7.154 -2.537 2.205  0.34
59 H 6.102 -1.843 3.452  -0.15
60 H 8.008 -1.331 4.903  0.32
61 H 8.600 -2.800 4.046  0.32
62 H 9.147 -1.192 3.465  0.32
63 H 2.306 1.163 1.565  0.00
64 H 0.609 0.875 1.185  0.35
65 H -0.039 2.118 3.271  0.34
66 H 1.489 1.608 4.091  0.31
67 H 2.870 2.979 2.455  0.27
68 H 1.324 3.716 1.859  0.32
69 H 2.618 4.721 3.599  0.33
70 C -4.257 -0.434 -8.019  -0.33
71 Cl -5.493 -1.155 -6.978  -0.17
72 Cl -3.107 0.544 -7.098  -0.10
73 H -3.715 -1.229 -8.521  0.30
74 H -4.745 0.201 -8.752  0.31

Net charge: +1
Kohn-Sham gap: 9.5 eV


[9]
Here is a cluster of 2 separate species, C4H12N2O2 in total from the Open Molecules 2025 dataset. Energies are from ωB97M-V/def2-TZVPD.

Last column: Mulliken charge in e.
Atoms and positions in Å:
1 C 1.799 0.902 -0.403  0.79
2 C 2.918 1.347 0.174  -1.12
3 C -2.013 -0.456 0.894  -0.14
4 C -1.050 -1.628 1.007  -0.97
5 N 0.748 1.728 -0.785  -0.55
6 N 1.575 -0.450 -0.681  -0.50
7 O -1.939 0.215 -0.349  -0.26
8 O -2.345 -0.628 -1.416  -0.38
9 H -3.173 -0.236 -1.725  0.31
10 H -0.159 1.279 -0.758  0.30
11 H 0.749 2.623 -0.321  0.22
12 H 2.425 -0.987 -0.774  0.19
13 H 0.943 -0.596 -1.456  0.21
14 H 3.741 0.689 0.380  0.23
15 H 3.034 2.380 0.443  0.23
16 H -3.046 -0.780 1.080  0.31
17 H -1.752 0.339 1.598  0.23
18 H -1.314 -2.392 0.279  0.29
19 H -1.109 -2.052 2.005  0.36
20 H -0.033 -1.297 0.809  0.25

Energy above the lowest of the compared OMol25 structures with the same formula, charge and spin: 434.1 kJ/mol
SMILES string: C=C(N)N.CCOO
Kohn-Sham gap: 8.3 eV


Ordered max |F| results: 0.2480; 0.0374; 0.0553; 0.1893; 0.0764; 0.2387; 0.0165; 0.0552; 0.0180; unit hartree/bohr.
Ordered M results: 309.5; 86.1; 628.2; 675.6; 154.0; 724.4; 202.8; 482.5; 120.2; unit g mol⁻¹.